The following is a quantum chemistry calculation of a molecular structure, C49H64MoN2P2Si in a non-equilibrium geometry, from OMol25.

Results
Net charge ... +2
⟨S²⟩ ... 2.04
HOMO-LUMO gap (spin up / spin down) ... 6.54 / 6.99 eV
HOMO (spin up / spin down) ... -13.98 / -13.88 eV
Multiplicity ... 3
Energy ... -83127.77336 eV
Lowest unoccupied orbital energy (spin up / spin down) ... -7.4 / -6.9 eV
F_max ... 0.0443 Eh/bohr

Cartesian coordinates (Å):
Mo 4.9081 -20.6313 3.1380
C 5.3381 -19.5159 -0.3345
Si 6.3517 -19.7753 1.2344
C 7.6483 -20.9845 0.6290
C 8.8493 -20.6812 -0.0275
C 9.5783 -21.6524 -0.6731
C 9.1868 -23.0301 -0.6139
C 8.0260 -23.3628 0.0654
C 7.2651 -22.3402 0.7454
P 5.9988 -22.7798 1.9478
C 6.7425 -23.8325 3.2043
C 8.2524 -24.0100 3.3255
C 8.4868 -25.3472 4.0721
C 7.3526 -25.6973 5.0871
C 6.7141 -24.4393 5.6774
C 6.1171 -23.5453 4.5809
C 4.6174 -23.8115 1.2282
C 4.2116 -25.1002 2.0273
C 2.7823 -25.6019 1.6759
C 2.4693 -25.3270 0.2291
C 2.3587 -23.8151 0.0641
C 3.3282 -23.0634 0.9775
C 7.1212 -18.0523 1.5971
C 7.7700 -17.2746 0.6155
C 8.3062 -16.0352 0.9584
C 8.1072 -15.5077 2.2379
C 7.5135 -16.2914 3.2524
C 7.0813 -17.5724 2.9151
P 6.2582 -18.7193 4.0454
C 5.2490 -17.5610 5.1855
C 4.4176 -16.5426 4.3816
C 3.2565 -15.9847 5.1654
C 3.6322 -15.8970 6.6446
C 3.8845 -17.2609 7.2478
C 4.3975 -18.3491 6.2354
C 7.5679 -19.4911 5.1265
C 8.6425 -20.1267 4.2571
C 9.5926 -20.9694 5.1743
C 10.1692 -20.1477 6.3223
C 9.0834 -19.4390 7.1117
C 8.2396 -18.6270 6.2102
H 6.0652 -19.4767 -1.1273
H 4.7470 -18.6120 -0.4411
H 4.6120 -20.3393 -0.4917
H 9.2633 -19.6903 -0.1246
H 10.4751 -21.3598 -1.2635
H 9.7526 -23.7366 -1.1777
H 7.7583 -24.4322 0.0962
H 6.3665 -24.8090 2.9217
H 8.6603 -23.1922 3.8826
H 8.7597 -24.0014 2.3644
H 9.4174 -25.2327 4.6280
H 8.6058 -26.1322 3.3494
H 7.8188 -26.3758 5.7901
H 6.6238 -26.3289 4.5549
H 7.4983 -23.9042 6.2644
H 5.8948 -24.7531 6.3440
H 6.4250 -22.4873 4.8142
H 5.0429 -23.5961 4.5331
H 4.9901 -24.1627 0.2457
H 4.2237 -24.9280 3.1496
H 4.8765 -25.9375 1.9244
H 2.0006 -25.1348 2.2902
H 2.7234 -26.6640 1.9059
H 1.6096 -25.8440 -0.1184
H 3.2140 -25.7283 -0.4730
H 1.2941 -23.5228 0.3041
H 2.4471 -23.5780 -0.9946
H 2.8298 -22.9484 1.9355
H 3.4358 -22.0949 0.4837
H 7.8021 -17.6303 -0.3947
H 8.7944 -15.3704 0.2181
H 8.4327 -14.5032 2.4498
H 7.4029 -15.8794 4.2415
H 5.9791 -16.9870 5.7949
H 4.0375 -16.9497 3.4679
H 5.0401 -15.6471 4.0744
H 2.3634 -16.5742 5.0743
H 3.0217 -14.9994 4.7674
H 2.8381 -15.3977 7.1874
H 4.4828 -15.2355 6.7059
H 2.9837 -17.6541 7.6667
H 4.6410 -17.1802 8.0530
H 3.5831 -18.9212 5.7414
H 5.0293 -19.1005 6.7126
H 6.9608 -20.2810 5.5884
H 9.1900 -19.3238 3.8096
H 8.1822 -20.7177 3.4476
H 10.3710 -21.3787 4.5949
H 8.9239 -21.7578 5.5632
H 10.8840 -19.4068 5.9681
H 10.7077 -20.8512 6.9963
H 9.5357 -18.7954 7.8564
H 8.4690 -20.1692 7.5963
H 8.8082 -17.8136 5.7652
H 7.4347 -18.1362 6.7573
C 2.5491 -24.6387 7.1247
C 2.2489 -24.6487 5.7965
C 2.3422 -23.5004 5.0074
C 2.8847 -22.3654 5.5328
C 3.3238 -22.3381 6.8325
C 3.1519 -23.4725 7.6393
N 2.9671 -21.2308 4.6992
N 1.8904 -20.7550 4.2766
C 2.0441 -19.6250 3.4127
C 0.9309 -18.7792 3.2629
C 1.0091 -17.7189 2.3368
C 2.1691 -17.4615 1.6700
C 3.2613 -18.2497 1.9058
C 3.2434 -19.4070 2.7115
H 2.3141 -25.5017 7.7301
H 1.8589 -25.5743 5.3921
H 1.9822 -23.5047 3.9908
H 3.7382 -21.4291 7.2700
H 3.4618 -23.4039 8.6899
H 0.0277 -19.0076 3.8539
H 0.1434 -17.0979 2.2751
H 2.2629 -16.5862 1.0435
H 4.1713 -17.9988 1.3475

Here are the Löwdin charges for atoms 1 to 4, given in e:
1 Mo 1.09
2 C -0.18
3 Si 0.54
4 C -0.30

The following is a quantum chemistry calculation of a molecular structure, C49H65N4P3RuS2Si, from OMol25.

Results
Net charge ... -1
⟨S²⟩ ... 0.76
HOMO-LUMO gap (spin up / spin down) ... 5.10 / 5.11 eV
HOMO (spin up / spin down) ... -2.82 / -2.84 eV
Relative energy (zero: lowest compared OMol25 entry of this formula, charge and spin) ... 0.0 kJ/mol
Multiplicity ... 2
Energy ... -117828.32815 eV
Lowest unoccupied orbital energy (spin up / spin down) ... 2.3 / 2.3 eV
F_max ... 0.0122 Eh/bohr

Cartesian coordinates (Å):
Ru 0.6105 -0.1320 0.1196
C 1.8343 -4.7183 -1.1657
C 0.9506 -3.5480 -1.5980
C 1.6108 -2.7730 -2.7548
P 0.1664 -2.3887 -0.2553
C 0.2346 -3.3061 1.3850
C 1.6502 -3.4050 1.9566
C -0.5107 -4.6212 1.6009
C -1.5778 -2.7559 -0.7718
C -2.0778 -4.0440 -1.0026
C -3.3929 -4.2265 -1.3911
C -4.2179 -3.1192 -1.5746
C -3.7152 -1.8481 -1.3676
C -2.3921 -1.6518 -0.9539
Si -1.6013 0.0074 -0.4526
C -2.3222 1.1448 -1.8510
C -3.1474 2.2275 -1.5277
C -3.5898 3.1313 -2.4803
C -3.1911 2.9907 -3.7997
C -2.3675 1.9326 -4.1536
C -1.9372 0.9951 -3.2093
P -0.8151 -0.4226 -3.6144
C -1.5424 -1.3388 -5.0878
C -2.1470 -2.6499 -4.5822
C -2.5304 -0.6643 -6.0341
C 0.7405 0.2753 -4.3797
C 0.6359 1.2522 -5.5464
C 1.6749 0.8281 -3.3046
C -2.7470 0.2850 1.0749
C -4.1445 0.3496 1.0880
C -4.8596 0.3778 2.2728
C -4.1850 0.3347 3.4873
C -2.8020 0.2768 3.5016
C -2.0779 0.2495 2.3058
P -0.2481 0.4440 2.1606
C 0.5680 -0.5511 3.5427
C 1.5449 0.1970 4.4475
C -0.3025 -1.4892 4.3822
C -0.2173 2.2710 2.6213
C -1.1513 3.0422 1.6835
C -0.5260 2.6984 4.0560
H 2.1104 -5.3025 -2.0498
H 1.3218 -5.3883 -0.4765
H 2.7581 -4.3957 -0.6870
H 0.0604 -3.9954 -2.0301
H 2.6996 -2.8470 -2.7319
H 1.3441 -1.7165 -2.7349
H 1.2902 -3.1822 -3.7163
H -0.2949 -2.5531 1.9750
H 2.2215 -4.2020 1.4836
H 1.5941 -3.6330 3.0255
H 2.2110 -2.4801 1.8335
H -0.0725 -5.4537 1.0468
H -1.5647 -4.5517 1.3392
H -0.4520 -4.8791 2.6628
H -1.4464 -4.9161 -0.8764
H -3.7751 -5.2268 -1.5571
H -5.2459 -3.2553 -1.8912
H -4.3563 -0.9894 -1.5393
H -3.4219 2.3895 -0.4930
H -4.2186 3.9634 -2.1851
H -3.5089 3.7035 -4.5517
H -2.0536 1.8457 -5.1824
H -0.6413 -1.5933 -5.6610
H -3.0514 -2.4634 -4.0034
H -1.4576 -3.1868 -3.9299
H -2.4130 -3.3002 -5.4216
H -3.4231 -0.3362 -5.4988
H -2.8490 -1.3787 -6.7995
H -2.1107 0.1991 -6.5473
H 1.1947 -0.6504 -4.7590
H 0.2120 2.2041 -5.2195
H 0.0251 0.8633 -6.3623
H 1.6312 1.4652 -5.9481
H 1.3625 1.8221 -2.9929
H 2.6957 0.9116 -3.6877
H 1.6966 0.2046 -2.4046
H -4.6941 0.3697 0.1537
H -5.9426 0.4234 2.2528
H -4.7368 0.3545 4.4198
H -2.2899 0.2645 4.4513
H 1.1908 -1.1852 2.9118
H 2.2695 -0.5130 4.8585
H 1.0364 0.6607 5.2920
H 2.1062 0.9638 3.9145
H -0.7518 -0.9654 5.2272
H 0.3309 -2.2777 4.8010
H -1.1087 -1.9641 3.8220
H 0.8115 2.5476 2.3976
H -2.1862 2.9834 2.0334
H -1.1198 2.6815 0.6567
H -0.8545 4.0953 1.6692
H -1.4717 2.2909 4.4162
H -0.6249 3.7884 4.0738
H 0.2664 2.4478 4.7535
N 3.5301 -2.0896 -0.3532
C 3.8571 -0.8665 0.1737
N 2.9812 -0.0117 0.6216
C 3.6477 1.1269 1.1426
C 4.9966 1.0669 1.0364
S 5.5145 -0.4295 0.3507
C 2.3360 3.1150 0.6692
C 2.7049 4.3943 0.3946
S 1.7238 5.0738 -0.8529
C 0.8953 3.5566 -0.9675
N 1.3047 2.6265 -0.1581
N -0.2136 3.4630 -1.7617
H 2.5795 -2.0682 -0.7034
H 4.1886 -2.4451 -1.0287
H 5.6962 1.8213 1.3520
H 3.4843 4.9585 0.8767
H -0.2465 4.0481 -2.5799
H -0.5519 2.5232 -1.9105
C 2.9550 2.2833 1.6991
C 3.3424 2.8342 2.9588
C 4.2368 2.1792 3.8543
C 4.5051 2.6592 5.1215
C 3.9194 3.8262 5.6035
C 3.0390 4.4901 4.7540
C 2.7624 4.0257 3.4827
H 4.7015 1.2508 3.5491
H 5.1896 2.0999 5.7516
H 4.1340 4.1981 6.5968
H 2.5462 5.3971 5.0902
H 2.0526 4.5739 2.8766

Here are the Löwdin charges for atoms 1 to 4, given in e:
1 Ru 0.37
2 C -0.12
3 C -0.49
4 C -0.15

The following is a quantum chemistry calculation of a molecular structure, C49H68CsIN2O7 in a non-equilibrium geometry, from OMol25.

Results
Net charge ... -2
HOMO-LUMO gap ... 5.19 eV
HOMO ... -1.80 eV
Energy ... -77878.95309 eV
Lowest unoccupied orbital energy ... 3.4 eV
F_max ... 0.0531 Eh/bohr

Cartesian coordinates (Å):
Cs 0.6068 -0.5360 -3.9401
C -2.8436 -3.0301 -2.6557
O -1.7890 -2.2504 -2.2020
C -1.7993 -1.9980 -0.8838
C -2.6715 -0.9666 -0.3948
C -3.3634 0.0586 -1.2589
C -2.8312 1.4090 -0.9154
C -3.4688 2.3937 -0.1760
C -2.9313 3.6469 0.1838
C -1.6600 3.8868 -0.3782
C -0.9088 2.9488 -1.0848
C 0.5079 3.2200 -1.5061
C 1.5244 2.5138 -0.6139
C 1.3213 2.6561 0.7755
C 2.0368 1.9144 1.7019
C 2.9408 0.9688 1.2310
C 3.0775 0.6962 -0.1458
C 3.8883 -0.4955 -0.6326
C 3.3332 -1.8162 -0.1091
C 3.7576 -2.3190 1.0816
C 3.1228 -3.4108 1.7351
C 1.8999 -3.8011 1.2361
C 1.4303 -3.2973 0.0564
C 0.0493 -3.6952 -0.4897
C -1.0945 -2.8056 0.0100
C -1.4129 -2.7060 1.3756
C -2.3486 -1.7853 1.8683
C -2.9831 -0.9340 0.9435
C -2.7072 -1.7249 3.3954
C -4.1954 -2.1910 3.5235
C -2.6575 -0.3033 3.9014
C -1.7447 -2.4960 4.2564
C 2.1693 -2.3662 -0.7401
O 1.8234 -1.8935 -1.8214
C 3.8095 -4.0888 2.9473
C 3.7995 -3.0837 4.1104
C 5.2186 -4.5441 2.5794
C 3.1278 -5.4019 3.4690
C 2.3670 1.4759 -1.0211
O 2.5819 1.1832 -2.3607
C 3.0124 2.2748 -3.1397
C 1.6628 2.1289 3.1651
C 2.2149 0.9850 4.0647
C 2.1885 3.4581 3.7497
C 0.1085 2.0590 3.2319
C -1.4948 1.6183 -1.3036
O -0.8297 0.7220 -1.8604
C -3.7289 4.6259 1.0877
C -4.5003 5.6637 0.3160
C -4.7298 3.8245 1.9727
C -2.8270 5.3437 2.1327
H -2.6596 -3.4812 -3.6059
H -3.1694 -3.8343 -2.0152
H -3.7594 -2.4047 -2.6864
H -3.1491 -0.1350 -2.3106
H -4.4169 -0.1535 -1.1802
H -4.5131 2.1377 0.1246
H -1.1710 4.8489 -0.2898
H 0.5731 3.0389 -2.5467
H 0.6260 4.3433 -1.5406
H 0.5002 3.3153 1.0836
H 3.5161 0.3717 1.9463
H 3.9032 -0.5147 -1.6862
H 4.8867 -0.4264 -0.2101
H 4.6113 -1.8167 1.5884
H 1.2771 -4.5355 1.7877
H 0.0418 -3.7022 -1.5821
H -0.2079 -4.7553 -0.2685
H -0.8701 -3.3186 2.0566
H -3.6127 -0.1116 1.2092
H -4.7674 -1.8097 2.6463
H -4.2435 -3.2894 3.4868
H -4.5364 -1.7629 4.4489
H -3.3521 0.2950 3.3274
H -2.9903 -0.2120 4.9620
H -1.6795 0.1669 3.8721
H -1.7210 -3.6113 4.0462
H -0.7715 -2.1381 4.0398
H -1.9801 -2.3275 5.3081
H 4.4465 -2.2265 3.8647
H 2.8023 -2.7607 4.3448
H 4.2210 -3.5780 4.9866
H 5.8389 -3.7128 2.2063
H 5.7432 -4.9380 3.4468
H 5.0999 -5.3340 1.8058
H 2.1401 -5.2914 3.8756
H 2.9487 -6.1827 2.6946
H 3.6860 -5.8415 4.2665
H 3.8827 2.0006 -3.7958
H 2.2562 2.5990 -3.8554
H 3.2799 3.1492 -2.4705
H 3.3079 0.8960 3.9167
H 1.9783 1.1686 5.1053
H 1.7891 0.0188 3.7877
H 3.2879 3.2691 3.7241
H 1.8645 4.3580 3.1848
H 1.8338 3.6741 4.7923
H -0.2491 1.0719 2.8924
H -0.2860 2.2433 4.2603
H -0.4684 2.7284 2.6568
H -5.2504 5.1850 -0.3284
H -5.0505 6.3146 0.9906
H -3.8171 6.1778 -0.3393
H -5.4473 3.2489 1.4610
H -4.1811 3.1014 2.5996
H -5.2112 4.5213 2.6392
H -2.3201 6.2254 1.7906
H -3.4277 5.6834 2.9954
H -2.0740 4.6440 2.4900
O -1.9319 2.6320 -5.2442
H -1.2123 2.0197 -5.5669
H -1.8782 2.6744 -4.2705
O -1.9207 -2.6348 -5.9230
H -1.2215 -2.2492 -6.4938
H -2.4144 -1.8263 -5.7221
O 4.5159 -5.8028 -0.8724
H 3.8086 -5.8330 -0.2179
H 5.1803 -5.2989 -0.3430
H -0.7522 3.6355 -12.8735
I 2.4145 1.8403 -10.1898
C 1.1747 0.9511 -8.7219
C 0.5244 1.5434 -7.6194
N -0.0149 0.5884 -6.8386
N 0.3587 -0.6479 -7.3128
C 1.0462 -0.3958 -8.4678
H 0.4085 2.6193 -7.4211
H -0.5586 3.1105 -13.3125
H 1.4248 -1.2519 -9.0581

Here are the Löwdin charges for atoms 1 to 4, given in e:
1 Cs 1.13
2 C -0.08
3 O -0.13
4 C -0.21